Record 1
72
Properties=species:S:1:pos:R:3:forces:R:3 method="wB97M-V/def2-TZVPD" relative_energy_ev=2.641 orbital_gap_ev=7.985 total_charge=+1
Cd -0.632 -0.131 -1.158 0.050 -0.049 0.347
N -3.494 1.190 -2.733 -0.045 0.182 0.026
C -3.213 2.180 -1.882 -0.027 -0.104 -0.194
N -4.049 3.222 -1.829 0.031 -0.026 0.078
C -3.729 4.167 -0.955 -0.036 0.077 0.037
N -4.535 5.230 -0.851 0.001 -0.044 -0.017
N -2.640 4.151 -0.140 -0.055 -0.016 -0.048
C -1.882 3.094 -0.306 0.126 0.023 0.115
N -2.096 2.058 -1.120 0.056 0.127 -0.121
C -0.659 2.962 0.556 -0.030 0.059 0.024
C -0.639 3.421 1.963 -0.022 0.004 -0.094
C 0.392 3.150 2.770 0.071 0.010 0.024
C 1.592 2.356 2.320 0.006 -0.017 0.010
C 1.285 1.805 0.910 -0.075 0.024 -0.016
N 0.304 2.337 0.013 0.064 -0.054 0.031
H -4.290 1.314 -3.334 -0.009 -0.010 0.004
H -2.813 0.460 -2.938 -0.018 -0.112 0.064
H -5.325 5.309 -1.465 -0.001 0.008 0.005
H -4.282 5.985 -0.240 0.007 -0.001 -0.001
H -1.470 4.026 2.301 -0.003 -0.008 -0.020
H 0.404 3.562 3.774 -0.009 -0.014 0.004
H 2.512 2.922 2.473 -0.008 0.030 -0.010
H 2.189 1.531 0.370 0.012 0.011 0.004
N 0.886 0.848 -2.662 -0.041 0.036 -0.110
C 0.245 0.764 -3.992 -0.004 0.108 0.045
C -0.668 -0.464 -4.130 0.079 -0.219 0.232
O -0.664 -1.085 -5.172 -0.034 0.015 -0.114
O -1.404 -0.746 -3.092 -0.040 0.096 -0.182
H 1.055 1.807 -2.382 -0.016 -0.022 -0.010
H 1.775 0.362 -2.675 -0.021 -0.005 0.036
H 0.967 0.753 -4.805 0.003 -0.003 -0.004
H -0.393 1.642 -4.114 0.008 0.029 -0.010
O 4.981 -4.980 -0.417 0.007 -0.009 -0.036
C 4.043 -5.188 -1.453 -0.004 0.032 0.045
C 3.018 -4.089 -1.413 0.020 -0.030 0.022
C 2.082 -3.962 -2.427 -0.031 -0.001 -0.019
C 1.135 -2.950 -2.354 0.004 -0.023 0.002
N 1.091 -2.085 -1.346 0.037 0.049 -0.070
C 1.995 -2.202 -0.367 -0.040 0.093 0.076
C 2.972 -3.181 -0.359 0.039 -0.047 -0.014
C 1.864 -1.182 0.721 0.109 -0.108 0.038
C 2.980 -0.852 1.631 -0.069 -0.053 -0.082
C 2.885 0.086 2.583 0.018 0.042 0.035
C 3.999 0.347 3.559 0.000 -0.018 0.008
O 5.190 -0.351 3.298 -0.041 -0.026 -0.050
C 1.606 0.854 2.802 -0.004 0.024 -0.007
C 0.680 0.577 1.611 -0.049 -0.088 -0.025
N 0.740 -0.581 0.781 -0.004 0.099 -0.094
H 5.646 -5.674 -0.449 -0.017 0.000 0.009
H 3.527 -6.148 -1.332 -0.008 -0.010 -0.005
H 4.521 -5.191 -2.437 0.015 0.015 -0.006
H 2.083 -4.634 -3.276 -0.005 0.004 0.003
H 0.388 -2.822 -3.132 0.007 0.007 0.002
H 3.687 -3.266 0.445 -0.002 0.001 0.006
H 3.899 -1.414 1.546 -0.002 -0.004 -0.002
H 3.653 0.016 4.543 0.012 0.020 0.022
H 4.169 1.427 3.643 0.002 0.011 -0.027
H 5.636 0.048 2.544 0.031 0.021 0.039
H 1.224 0.674 3.811 -0.020 -0.017 -0.005
H -0.355 0.783 1.869 -0.003 -0.016 0.025
O -5.215 -1.908 3.189 0.031 0.056 -0.011
C -4.309 -1.463 2.306 -0.080 -0.057 0.091
C -3.873 -0.140 2.248 0.004 -0.009 -0.014
C -2.944 0.192 1.289 0.003 0.040 -0.002
N -2.421 -0.679 0.416 0.033 -0.024 -0.080
C -2.858 -1.932 0.495 -0.024 -0.034 -0.008
Br -2.160 -3.157 -0.752 0.016 -0.006 0.002
C -3.790 -2.383 1.406 0.003 -0.002 -0.014
H -5.521 -1.193 3.760 -0.004 -0.021 -0.011
H -4.256 0.614 2.923 0.002 0.002 -0.005
H -2.604 1.215 1.202 -0.009 -0.047 0.026
H -4.117 -3.411 1.419 0.004 0.001 0.003

***

Record 2
59
Properties=species:S:1:pos:R:3:forces:R:3 method="wB97M-V/def2-TZVPD" multiplicity=6 orbital_gap_ev="4.950 / 7.619"
C -1.986 1.371 2.728 -0.859 -0.842 1.120
C -2.393 0.960 1.418 0.060 -0.523 0.148
C -2.112 -0.447 1.294 -0.873 0.199 -0.500
H -2.859 1.592 0.668 0.126 -0.158 0.169
C -1.519 -0.907 2.488 0.172 0.521 0.999
C -1.448 0.223 3.408 -2.111 0.178 -0.738
H -1.137 0.194 4.434 0.267 0.058 0.103
H -2.121 2.368 3.172 0.292 -0.577 -0.426
H -2.387 -1.078 0.440 0.285 0.435 0.531
H -1.248 -1.940 2.740 -0.094 0.568 -0.266
Mn -0.280 0.680 1.694 1.531 -0.283 0.411
C 1.261 -0.409 -0.510 1.034 1.257 3.282
H 0.771 -1.080 0.264 0.569 0.208 -1.297
H 2.174 -0.035 0.047 -0.236 -0.024 -0.186
H 0.620 0.509 -0.565 0.657 -0.713 -0.712
Si -0.507 -1.270 -1.999 0.141 -0.963 -1.690
C -0.392 -0.638 -3.755 -0.565 0.532 -0.659
C -1.669 -0.272 -4.240 0.147 0.044 -0.116
H -2.528 -0.392 -3.562 0.332 0.179 -0.492
C -1.858 0.189 -5.547 0.035 -0.171 0.436
H -2.874 0.435 -5.875 0.503 -0.048 -0.035
C -0.755 0.304 -6.389 0.239 -0.054 0.250
H -0.904 0.651 -7.398 0.064 0.068 -0.162
C 0.535 -0.030 -5.945 -0.234 -0.323 0.382
H 1.393 0.052 -6.629 -0.483 -0.017 0.408
C 0.714 -0.517 -4.638 -0.456 0.092 0.142
H 1.712 -0.816 -4.300 -0.327 0.150 -0.153
C -0.405 -3.129 -2.137 0.137 -0.557 0.311
C -0.754 -3.772 -3.352 -0.247 -0.204 0.454
H -0.740 -3.209 -4.304 -0.224 -0.333 0.725
C -1.178 -5.110 -3.325 0.261 0.129 -0.040
H -1.528 -5.583 -4.254 0.196 0.186 0.506
C -1.172 -5.828 -2.121 0.130 0.272 0.183
H -1.568 -6.849 -2.085 0.232 0.389 -0.046
C -0.643 -5.247 -0.955 0.264 0.180 -0.130
H -0.564 -5.825 -0.029 -0.061 0.104 -0.386
C -0.211 -3.911 -0.963 -0.704 -0.056 -0.814
H 0.228 -3.439 -0.069 -0.447 -0.324 -0.354
H -1.728 -0.812 -1.365 -0.615 0.045 -0.146
H 1.682 -0.855 -1.396 -0.134 -0.047 -0.147
N 1.322 0.149 3.061 -0.030 -0.799 -0.841
C 1.849 1.363 3.603 0.138 1.104 -0.001
C 2.567 1.426 4.787 0.416 0.563 0.374
C 2.935 2.689 5.303 0.080 -0.458 -0.027
C 2.588 3.863 4.648 -0.128 -0.096 -0.485
C 1.831 3.828 3.444 0.369 -0.786 0.419
C 1.336 4.971 2.778 0.551 0.361 0.368
C 0.474 4.821 1.705 -0.996 -0.921 -1.051
C 0.076 3.550 1.293 0.430 1.231 0.192
N 0.580 2.427 1.871 0.706 -0.405 -0.147
C 1.485 2.539 2.921 -0.867 0.243 0.399
H 1.902 -0.268 2.340 0.614 0.033 0.106
H 1.174 -0.584 3.756 -0.082 0.440 -0.192
H 2.841 0.509 5.308 -0.046 0.205 -0.056
H 3.509 2.743 6.233 -0.227 -0.070 -0.328
H 2.874 4.842 5.043 -0.098 -0.352 -0.009
H 1.632 5.952 3.137 -0.100 -0.083 -0.051
H 0.058 5.671 1.175 0.079 -0.013 0.147
H -0.656 3.377 0.505 0.190 0.227 0.120

***

Record 3
59
Properties=species:S:1:pos:R:3:forces:R:3 method="wB97M-V/def2-TZVPD" multiplicity=5 relative_energy_ev=1.794 orbital_gap_ev="2.609 / 5.313" total_charge=+1
C 0.723 1.633 -0.164 1.987 3.031 -0.861
C -0.411 1.634 -1.020 0.845 1.987 -2.203
C -1.575 1.893 -0.239 -1.074 2.073 -0.670
H -0.397 1.485 -2.101 -0.066 0.263 0.438
C -1.160 2.066 1.124 0.198 2.904 0.951
C 0.278 1.903 1.167 0.794 2.696 0.786
H 0.905 2.024 2.058 -0.362 -0.229 -0.509
H 1.764 1.499 -0.474 -0.470 0.082 0.116
H -2.587 1.971 -0.609 0.105 0.035 -0.011
H -1.792 2.353 1.966 0.299 -0.232 -0.314
Rh -0.652 0.275 0.431 -2.897 -11.866 2.382
C -1.258 -2.596 -2.365 0.977 -0.495 -1.569
H -1.793 -2.067 -1.573 0.374 0.462 -0.262
H -0.637 -3.375 -1.902 0.155 0.460 -0.099
H -2.009 -3.180 -2.944 0.416 0.628 0.019
Si -0.183 -1.442 -3.740 -1.986 -0.663 -0.186
C 1.609 -1.547 -4.371 0.382 -0.187 0.059
C 2.423 -0.377 -4.244 -0.598 -0.226 0.174
H 1.975 0.625 -4.334 0.055 -0.373 0.517
C 3.798 -0.464 -4.070 -0.225 0.330 -0.491
H 4.363 0.441 -3.843 -0.108 -0.231 -0.280
C 4.439 -1.682 -4.259 -0.448 -0.311 0.145
H 5.525 -1.723 -4.218 -0.237 -0.186 0.078
C 3.669 -2.812 -4.544 0.502 -0.071 -0.355
H 4.185 -3.741 -4.773 -0.195 0.082 0.105
C 2.275 -2.762 -4.582 -0.260 0.100 -0.137
H 1.689 -3.647 -4.861 0.397 0.197 0.468
C -1.354 -0.103 -4.445 0.392 -0.406 -0.096
C -0.983 0.780 -5.480 0.036 0.270 0.349
H -0.203 0.486 -6.200 -0.391 0.271 0.403
C -1.568 2.058 -5.538 0.223 -0.212 -0.216
H -1.222 2.752 -6.309 -0.208 -0.218 0.221
C -2.543 2.460 -4.615 0.318 -0.561 -0.264
H -2.972 3.465 -4.664 0.181 -0.430 0.060
C -2.972 1.534 -3.663 -0.169 -0.117 0.038
H -3.757 1.808 -2.962 0.083 -0.063 -0.126
C -2.400 0.260 -3.580 0.205 0.381 -0.024
H -2.712 -0.434 -2.802 -0.071 0.277 -0.129
H 0.355 -0.491 -2.457 0.299 1.391 -0.745
H 0.457 -0.022 -3.220 -0.141 -0.240 2.496
N 1.091 -1.191 0.298 1.092 0.156 -0.100
C 1.136 -2.136 1.395 -0.498 0.380 0.576
C 1.976 -3.235 1.411 0.172 -0.816 0.292
C 1.870 -4.137 2.488 0.223 0.004 -0.171
C 1.013 -3.899 3.558 -0.319 0.526 0.194
C 0.181 -2.739 3.590 0.448 -0.295 -0.585
C -0.762 -2.417 4.595 0.261 -0.669 0.461
C -1.620 -1.340 4.434 -0.405 1.091 -0.960
C -1.545 -0.562 3.268 -0.634 -0.699 1.787
N -0.662 -0.853 2.311 1.116 0.223 -1.333
C 0.245 -1.876 2.455 -0.416 -0.260 -0.457
H 1.887 -0.546 0.342 -0.231 -0.312 0.159
H 1.191 -1.621 -0.622 -0.093 -0.389 0.167
H 2.700 -3.390 0.604 -0.307 -0.057 0.301
H 2.468 -5.052 2.486 -0.109 0.399 0.010
H 0.942 -4.587 4.405 0.119 0.118 -0.403
H -0.814 -3.051 5.483 -0.029 0.229 -0.285
H -2.372 -1.076 5.172 0.203 -0.125 -0.033
H -2.210 0.277 3.087 0.087 -0.106 0.123

***

Record 4
69
Properties=species:S:1:pos:R:3:forces:R:3 method="wB97M-V/def2-TZVPD" orbital_gap_ev="5.538 / 5.490" total_charge=+2
Rh -1.607 -0.231 0.266 -1.241 0.974 -1.698
N -3.259 1.704 0.818 0.556 -0.091 -0.013
N -4.375 1.283 1.555 -0.208 0.334 -0.097
C -4.429 0.020 2.014 0.163 -0.677 0.336
N -5.427 -0.393 2.773 -0.117 -0.022 0.108
N -3.396 -0.747 1.647 1.037 1.133 -1.014
N -3.156 -1.956 2.159 0.451 -0.680 0.430
O -3.941 -2.513 2.888 -0.543 -0.549 0.450
O -2.070 -2.408 1.835 -0.665 -0.293 0.266
H -2.694 2.368 1.349 -0.267 -0.092 -0.028
H -3.539 2.134 -0.061 -0.039 -0.178 0.106
H -5.112 1.940 1.798 0.294 -0.109 -0.125
H -6.189 0.206 3.045 0.029 0.095 -0.027
H -5.377 -1.344 3.142 -0.007 0.318 -0.216
Se -0.467 -2.338 -0.604 -0.147 1.633 0.738
P 0.672 -1.846 1.223 1.320 -0.847 0.308
Se 0.127 0.172 1.971 -0.700 -0.540 -0.975
C 0.487 -3.140 2.491 0.092 0.553 -0.314
C -0.043 -2.851 3.740 0.111 0.141 0.053
C -0.270 -3.881 4.635 0.054 -0.035 -0.046
C 0.040 -5.184 4.275 -0.050 0.066 0.078
C 0.594 -5.465 3.036 0.021 -0.014 -0.098
C 0.815 -4.443 2.129 0.031 0.071 0.038
C 2.432 -1.702 0.793 -0.558 -0.054 0.067
C 3.296 -1.379 1.835 -0.001 -0.034 -0.004
C 4.624 -1.123 1.557 -0.038 0.040 0.063
C 5.082 -1.204 0.251 -0.038 -0.037 -0.120
C 4.220 -1.540 -0.781 0.143 -0.029 0.132
C 2.884 -1.781 -0.515 -0.118 -0.143 -0.082
H -0.280 -1.828 4.005 -0.063 -0.059 0.010
H -0.697 -3.672 5.603 -0.011 0.024 0.099
H -0.158 -5.986 4.968 0.015 -0.123 0.084
H 0.842 -6.483 2.778 0.027 -0.049 -0.056
H 1.239 -4.654 1.156 0.011 -0.063 -0.057
H 2.922 -1.331 2.850 0.061 0.025 0.119
H 5.301 -0.849 2.350 0.091 -0.026 0.128
H 6.118 -1.002 0.035 0.185 0.013 -0.024
H 4.590 -1.600 -1.792 0.036 -0.058 -0.130
H 2.203 -2.035 -1.318 0.032 0.080 0.022
C 2.331 5.169 0.336 0.186 0.256 0.101
O 1.444 4.378 -0.445 -0.346 -0.096 -0.131
C 1.911 3.283 -1.090 -0.175 -0.400 -0.403
C 3.153 2.698 -0.884 -0.147 0.164 0.124
C 3.526 1.595 -1.631 -0.149 0.093 -0.145
C 2.674 1.069 -2.593 0.141 0.004 0.064
C 1.435 1.636 -2.814 -0.062 0.310 0.145
C 1.039 2.744 -2.069 1.275 -0.487 0.540
N -0.086 3.516 -2.340 -0.800 0.712 -0.175
C -1.136 3.288 -3.088 0.066 0.016 0.196
C -1.670 2.038 -3.486 0.193 -0.752 0.580
C -2.347 1.941 -4.718 -0.093 -0.292 -0.142
C -2.908 0.760 -5.136 -0.006 0.284 -0.033
C -2.909 -0.346 -4.275 0.072 0.249 -0.013
C -2.328 -0.268 -3.037 0.197 0.179 0.390
C -1.646 0.899 -2.595 -0.870 -0.310 -1.319
O -1.098 0.987 -1.445 0.710 -0.367 2.335
H 1.722 5.983 0.724 0.095 -0.045 0.006
H 3.134 5.579 -0.280 -0.021 -0.068 -0.001
H 2.755 4.605 1.167 -0.068 -0.060 -0.023
H 3.834 3.111 -0.156 0.030 0.036 0.038
H 4.504 1.168 -1.480 0.063 -0.054 0.022
H 2.996 0.240 -3.203 -0.014 -0.110 -0.042
H 0.807 1.258 -3.604 -0.115 -0.062 -0.055
H 0.035 4.454 -1.952 -0.150 -0.047 -0.291
H -1.687 4.167 -3.407 0.165 0.168 0.050
H -2.359 2.811 -5.357 -0.076 0.078 -0.130
H -3.371 0.688 -6.107 -0.042 0.024 -0.079
H -3.387 -1.262 -4.590 -0.059 -0.107 0.002
H -2.375 -1.108 -2.347 0.051 -0.018 -0.123

***

Number 1: energy -4711.1123 hartree. Number 2: energy -2595.4563 hartree. Number 3: energy -1554.6523 hartree. Number 4: energy -6929.2961 hartree.